1.
The following is a quantum chemistry calculation of C38H46FN10O3Se2V as an isolated structure in a non-equilibrium geometry, from OMol25.

Last column: Löwdin spin population.
CARTESIAN COORDINATES (ANGSTROEM)
V: 0.779 0.399 0.803  0.954
Se: -2.393 3.655 -0.305  -0.001
Se: -1.838 2.576 1.673  0.002
C: -0.019 3.213 1.743  0.006
C: 0.238 4.408 2.402  -0.002
C: 1.488 4.989 2.271  0.007
C: 2.416 4.376 1.445  -0.002
C: 2.097 3.158 0.877  0.008
N: 0.924 2.539 1.072  0.002
C: -2.789 2.149 -1.451  0.000
C: -3.306 2.445 -2.710  0.000
C: -3.607 1.385 -3.545  0.000
C: -3.401 0.087 -3.092  0.000
C: -2.897 -0.088 -1.815  0.000
N: -2.590 0.928 -1.006  0.000
H: -0.551 4.881 2.969  0.000
H: 1.718 5.919 2.773  0.000
H: 3.381 4.823 1.251  0.000
H: 2.806 2.631 0.255  0.001
H: -3.468 3.470 -3.021  0.000
H: -4.006 1.569 -4.534  0.000
H: -3.638 -0.768 -3.710  0.000
H: -2.720 -1.080 -1.410  0.000
C: -0.587 -4.246 -4.772  0.000
C: -0.120 -2.896 -5.300  0.000
C: -1.091 -2.355 -6.337  0.000
C: -0.618 -1.017 -6.873  0.000
C: -0.425 -0.051 -5.738  0.000
C: -0.576 1.304 -5.924  0.000
C: -0.399 2.183 -4.860  0.000
F: -0.576 3.497 -5.085  0.000
C: -0.075 1.749 -3.610  0.000
C: 0.079 0.373 -3.396  0.000
C: 0.398 -0.093 -2.052  0.000
O: 0.517 0.764 -1.135  0.008
C: 0.559 -1.491 -1.888  0.000
C: 0.384 -2.304 -2.978  -0.001
N: 0.041 -1.896 -4.206  -0.002
C: -0.102 -0.530 -4.452  0.000
C: 0.870 -2.202 -0.581  0.005
O: 1.232 -3.367 -0.634  0.010
O: 0.677 -1.527 0.496  0.014
H: -0.917 -4.851 -5.616  0.000
H: -1.429 -4.128 -4.089  0.000
H: 0.199 -4.802 -4.264  0.000
H: 0.863 -3.011 -5.769  0.000
H: -2.081 -2.255 -5.880  0.000
H: -1.174 -3.085 -7.142  0.000
H: -1.330 -0.607 -7.589  0.000
H: 0.327 -1.151 -7.408  0.000
H: -0.835 1.700 -6.898  0.000
H: 0.048 2.436 -2.784  0.000
H: 0.533 -3.362 -2.826  0.000
C: -0.006 -0.104 3.996  -0.001
N: 0.344 -0.343 5.387  0.000
C: 1.103 -1.596 5.455  0.000
N: 2.316 -1.533 4.640  0.000
C: 1.944 -1.269 3.258  0.001
N: 1.189 0.014 3.116  -0.001
C: 2.039 1.094 3.673  0.001
N: 2.427 0.855 5.054  0.000
C: 1.204 0.742 5.857  0.000
C: 3.138 -0.426 5.123  0.000
H: -0.585 0.821 3.917  0.000
H: -0.612 -0.927 3.629  0.000
H: 0.475 -2.414 5.098  0.000
H: 1.378 -1.790 6.493  0.000
H: 1.321 -2.072 2.867  0.000
H: 2.846 -1.209 2.652  0.000
H: 1.488 2.035 3.625  0.000
H: 2.935 1.176 3.054  0.000
H: 0.655 1.685 5.802  0.000
H: 1.478 0.557 6.896  0.000
H: 3.424 -0.615 6.159  0.000
H: 4.044 -0.363 4.516  0.000
C: -4.915 -1.918 0.967  0.000
C: -4.334 -1.034 2.077  0.000
C: -4.984 0.356 2.047  0.000
C: -4.522 -1.693 3.448  0.000
C: -2.892 -0.857 1.830  0.000
N: -1.780 -0.684 1.604  0.002
H: -5.978 -2.071 1.155  0.000
H: -4.424 -2.891 0.944  0.000
H: -4.802 -1.445 -0.008  0.000
H: -6.060 0.251 2.186  0.000
H: -4.805 0.850 1.090  0.000
H: -4.595 0.989 2.845  0.000
H: -5.588 -1.806 3.646  0.000
H: -4.087 -1.083 4.240  0.000
H: -4.058 -2.679 3.475  0.000
C: 6.020 0.575 1.544  -0.001
N: 5.173 -0.013 0.509  0.006
C: 5.819 -0.448 -0.728  -0.001
C: 3.873 0.126 0.561  -0.005
N: 2.718 0.245 0.639  -0.007
H: 6.788 -0.142 1.833  0.000
H: 5.416 0.816 2.415  0.000
H: 6.503 1.484 1.176  0.000
H: 6.588 -1.183 -0.492  0.000
H: 6.279 0.400 -1.241  0.000
H: 5.080 -0.907 -1.378  0.000

As for the HOMO energy (spin up / spin down): -8.7 / -8.0 eV. Its energy above the lowest of the compared OMol25 structures with the same formula, charge and spin is 0.00 kJ/mol. As for the LUMO energy (spin up / spin down): -2.53 / -2.57 eV. The charge is +1. Its multiplicity is 2. The calculation puts the HOMO-LUMO gap (spin up / spin down) at 6.21 / 5.46 eV.

=====

2.
The following is a quantum chemistry calculation of the molecule C3HF2NO in a non-equilibrium geometry, from OMol25.

Last column: natural (NBO) charge in e.
CARTESIAN COORDINATES (ANGSTROEM)
C: -0.953 -0.332 -0.012  0.607
C: -0.523 0.932 -0.001  -0.208
C: 1.173 -0.353 0.028  0.793
H: -0.914 1.880 0.189  0.230
N: 0.871 0.953 -0.109  -0.471
O: 0.090 -1.112 0.009  -0.417
F: -2.067 -0.995 -0.065  -0.269
F: 2.324 -0.972 -0.039  -0.265

As for the HOMO energy: -9.5 eV. Its energy above the lowest of the compared OMol25 structures with the same formula, charge and spin is 30.41 kJ/mol. As for the LUMO energy: 0.77 eV. Its structure (SMILES) is Fc1cnc(F)o1. Its multiplicity is 1. The calculation puts the HOMO-LUMO gap at 10.31 eV.